(1)
The following is a DFT calculation (ωB97M-V/def2-TZVPD) of the molecule C6H12O.

Last column: Löwdin charge in e.
Atoms and positions in Å:
C -0.08299 -2.00308 0.60925  -0.07
C -0.26826 -0.47812 0.51884  -0.39
C -1.75965 -0.09231 0.41582  -0.08
C 0.39875 0.09725 -0.69959  -0.27
C 0.21701 1.56676 -0.92489  -0.07
C 1.61992 0.95478 -0.75961  -0.30
O 2.37154 1.31023 0.36287  -0.01
H 0.88507 -2.29757 1.03426  0.08
H -0.87002 -2.44387 1.22906  0.07
H -0.14662 -2.46279 -0.38613  0.08
H 0.17530 -0.02182 1.42003  0.14
H -2.29981 -0.45453 1.28914  0.07
H -2.18770 -0.54208 -0.49017  0.09
H -1.97432 0.98521 0.33876  0.07
H 0.27531 -0.49783 -1.60632  0.15
H -0.33673 1.90624 -1.80135  0.10
H -0.10602 2.11154 -0.02885  0.11
H 2.32815 0.73400 -1.56003  0.14
H 1.76106 1.62798 1.03892  0.09

Cartesian forces, eV/Å:
C -0.1 0.0 0.0
C -0.1 0.0 0.0
C -0.1 -0.2 0.2
C -0.1 -0.2 0.0
C 0.4 0.2 -0.1
C -0.2 0.2 -0.4
O -0.3 0.0 0.3
H -0.2 0.2 -0.1
H 0.1 0.0 0.0
H -0.1 0.1 0.2
H -0.2 0.0 -0.2
H -0.2 -0.1 0.0
H 0.0 -0.1 0.2
H 0.4 -0.3 0.1
H -0.1 0.0 0.2
H 0.8 0.1 -0.1
H 0.2 -0.2 -0.2
H -0.5 0.4 -0.1
H 0.2 0.0 0.0

- multiplicity = 1
- structure (SMILES) = CC(C)[C@H]1C[C@H]1O

(2)
The following is a DFT calculation (ωB97M-V/def2-TZVPD) of the molecule C5H11N.

Last column: Löwdin charge in e.
Atoms and positions in Å:
C -1.47758 -1.02069 -0.62594  -0.08
C -0.21728 -0.50815 0.01487  -0.31
C 0.67421 -1.48622 0.74031  -0.07
C 0.09802 0.79756 -0.08299  -0.38
C 1.45393 1.24696 0.36000  -0.05
N -0.77678 1.68336 -0.70427  0.08
H -2.39467 -0.64112 -0.15165  0.08
H -1.56748 -2.08823 -0.40992  0.06
H -1.58676 -0.85837 -1.69822  0.07
H 0.85033 -1.08761 1.74624  0.08
H 1.70184 -1.49807 0.36497  0.07
H 0.20914 -2.46504 0.81466  0.07
H 2.17266 0.50412 0.01316  0.07
H 1.70643 2.19590 -0.10282  0.07
H 1.57124 1.28330 1.44364  0.08
H -1.04075 2.54989 -0.27024  0.08
H -1.37650 1.39239 -1.45180  0.07

Cartesian forces, eV/Å:
C -0.7 -0.7 1.0
C -0.1 0.4 -0.5
C 0.2 1.0 0.3
C -0.4 -1.4 0.2
C 0.0 0.1 0.0
N 0.3 0.9 -0.5
H 0.2 0.4 -0.1
H 0.1 -0.1 -0.4
H 0.2 0.0 -0.1
H -0.3 -0.3 0.2
H -0.1 -0.5 -0.5
H 0.3 -0.1 -0.1
H 0.2 0.1 0.0
H 0.1 0.2 0.2
H -0.1 0.2 0.1
H 0.2 0.0 0.0
H -0.1 -0.3 0.2

- multiplicity = 1
- structure (SMILES) = CC(C)=C(C)N

(3)
The following is a DFT calculation (ωB97M-V/def2-TZVPD) of a structure of composition C46H43F5N7O4STi.

Last column: Löwdin charge in e.
Atoms and positions in Å:
Ti 0.69295 -1.94777 0.74300  1.20
C -2.05675 -5.25583 0.61233  -0.04
N -1.84791 -4.89100 -0.78118  -0.16
C -2.12202 -5.98739 -1.69263  -0.08
C -2.14804 -3.60442 -1.24114  -0.17
C -2.78576 -3.46511 -2.48559  -0.02
C -3.08271 -2.23423 -3.04041  -0.07
C -2.77310 -1.06633 -2.36555  -0.07
C -2.14821 -1.16909 -1.13846  -0.03
C -1.81274 -2.39605 -0.57674  -0.22
N -1.14705 -2.33127 0.70544  -0.06
C -1.97722 -2.33933 1.83908  -0.25
C -3.36932 -2.41619 1.78307  -0.02
C -4.10925 -2.36011 2.95184  -0.06
C -3.48079 -2.23103 4.18423  -0.07
C -2.09656 -2.16596 4.24114  -0.01
C -1.35599 -2.21640 3.07193  -0.22
N 0.09906 -2.19099 3.04684  -0.22
C 0.58388 -3.41104 3.73380  -0.04
C 0.62411 -1.01262 3.78032  -0.05
H -1.84108 -6.31775 0.72009  0.09
H -1.38643 -4.72127 1.27779  0.06
H -3.08682 -5.08686 0.94450  0.10
H -3.19349 -6.17119 -1.84594  0.10
H -1.66419 -5.80273 -2.66428  0.09
H -1.68067 -6.89441 -1.28299  0.09
H -3.07502 -4.34746 -3.03439  0.10
H -3.57455 -2.19776 -4.00331  0.11
H -3.00802 -0.09722 -2.78254  0.11
H -1.87377 -0.27746 -0.59056  0.10
H -3.86309 -2.49516 0.82421  0.12
H -5.18829 -2.41316 2.89800  0.11
H -4.06167 -2.18720 5.09440  0.11
H -1.60270 -2.07341 5.19972  0.12
H 1.65670 -3.50325 3.59892  0.07
H 0.35724 -3.34594 4.80091  0.10
H 0.09225 -4.28727 3.32076  0.09
H 0.24195 -0.10443 3.32427  0.06
H 0.33650 -1.06310 4.83350  0.09
H 1.71073 -1.02128 3.71323  0.07
C -1.39591 11.53386 -3.98994  -0.07
O -0.21251 10.75179 -4.01023  -0.07
C -0.21492 9.58291 -3.33348  -0.28
C -1.31616 9.06685 -2.65471  0.00
C -1.20602 7.85503 -1.99271  -0.01
C -0.01328 7.14288 -1.99364  -0.16
C 1.08116 7.66749 -2.68494  -0.03
C 0.98698 8.87197 -3.34539  0.01
C 0.05491 5.86782 -1.28150  -0.26
N -0.97958 5.17769 -0.85801  0.19
C -0.44664 4.06826 -0.25890  -0.17
C 0.92419 4.08280 -0.31947  -0.13
N 1.23962 5.24826 -0.97878  0.19
C 1.73932 3.06653 0.25907  -0.07
C 3.14065 3.08039 0.23993  0.01
C 3.82528 2.05166 0.83002  -0.03
C 3.08389 1.00797 1.39156  -0.14
N 1.76868 0.94793 1.40540  0.12
C 1.08019 1.98173 0.87986  -0.14
C -0.38206 1.95915 0.96471  -0.14
N -0.96302 0.94600 1.63764  0.12
C -2.27115 0.97722 1.80130  -0.12
C -3.10307 1.97042 1.26973  -0.03
C -2.53043 2.98720 0.55294  0.02
C -1.13673 3.00461 0.40677  -0.07
H -1.16609 12.43717 -4.54647  0.10
H -1.67561 11.79745 -2.96770  0.10
H -2.22250 11.00917 -4.47434  0.10
H -2.25680 9.59605 -2.63595  0.11
H -2.05510 7.44689 -1.46291  0.12
H 2.01777 7.12511 -2.73632  0.11
H 1.82635 9.28342 -3.88867  0.12
H 2.15455 5.60312 -1.19040  0.15
H 3.67278 3.89740 -0.23043  0.12
H 4.90539 2.02381 0.84845  0.11
H 3.61182 0.17236 1.83606  0.07
H -2.70513 0.17132 2.38003  0.10
H -4.17009 1.92180 1.43488  0.11
H -3.11196 3.78915 0.11840  0.12
C 4.30444 -4.01626 0.94209  -0.20
S 3.91531 -2.35522 1.45542  0.98
C 4.55054 -2.42081 3.12452  -0.21
O 2.39978 -2.34947 1.70579  -0.62
H 5.38693 -4.12567 0.99927  0.08
H 3.97509 -4.12709 -0.08884  0.07
H 3.79553 -4.72424 1.59406  0.07
H 5.63762 -2.45576 3.06471  0.07
H 4.16246 -3.29491 3.64416  0.07
H 4.24409 -1.50733 3.62989  0.06
C 1.94988 0.32412 -2.39855  0.05
C 1.87247 -0.62154 -1.24376  -0.62
O 2.79874 -1.33299 -0.88299  0.00
O 0.70584 -0.67591 -0.61734  -0.15
H 1.68140 -0.23113 -3.29890  0.10
H 2.96915 0.68735 -2.50490  0.10
H 1.24796 1.14663 -2.28003  0.09
F 1.36831 -4.97806 1.46661  0.05
C 1.29048 -4.88725 0.11381  -0.25
C 1.02892 -3.66683 -0.47207  -0.05
C 0.97712 -3.69798 -1.85777  -0.21
F 0.69343 -2.59469 -2.57067  0.10
C 1.16832 -4.85001 -2.60293  -0.14
F 1.08093 -4.82197 -3.93178  0.13
C 1.42760 -6.04887 -1.96016  -0.14
F 1.59003 -7.16655 -2.65815  0.14
C 1.48988 -6.06817 -0.57930  -0.15
F 1.72680 -7.21155 0.06840  0.13

Cartesian forces, eV/Å:
Ti 0.2 -0.6 0.2
C 0.0 0.0 0.0
N 0.1 0.0 0.0
C 0.1 -0.1 0.0
C -0.1 0.1 0.0
C 0.0 0.0 0.0
C 0.0 0.0 0.0
C 0.0 0.0 0.0
C 0.0 0.0 0.0
C 0.0 -0.2 0.0
N -0.5 -0.1 0.1
C -0.1 0.1 -0.1
C 0.0 0.0 0.0
C 0.0 0.0 0.0
C 0.0 0.0 0.0
C 0.0 0.0 0.0
C 0.0 0.0 0.1
N -0.1 0.3 -0.1
C 0.0 -0.1 -0.1
C 0.0 0.0 0.0
H 0.0 0.0 0.0
H 0.0 0.1 0.0
H 0.0 0.0 0.0
H 0.0 0.0 0.0
H 0.0 0.0 0.0
H 0.0 0.0 0.0
H 0.0 0.1 0.0
H 0.0 0.0 0.0
H 0.0 0.0 0.0
H 0.0 0.0 0.0
H 0.0 0.0 0.0
H 0.0 0.0 0.0
H 0.0 0.0 0.0
H 0.0 0.0 0.0
H 0.0 0.0 0.0
H 0.0 0.0 0.0
H 0.0 0.0 0.0
H 0.0 0.0 0.0
H 0.0 0.0 0.0
H 0.0 0.0 0.0
C 0.0 0.0 0.0
O 0.0 0.0 0.0
C 0.0 0.0 0.0
C 0.0 0.0 0.0
C 0.0 0.0 0.0
C 0.0 0.0 0.0
C 0.0 0.0 0.0
C 0.0 0.0 0.0
C 0.0 0.0 -0.1
N 0.0 0.0 0.0
C 0.0 0.0 0.0
C 0.0 0.0 0.1
N -0.1 -0.1 0.0
C 0.0 0.0 -0.1
C 0.0 0.0 0.0
C 0.0 0.0 0.0
C 0.1 0.0 0.0
N 0.1 0.0 0.1
C -0.1 -0.1 -0.1
C 0.0 0.0 0.0
N 0.0 0.0 0.0
C 0.0 0.0 0.0
C 0.0 0.0 0.0
C 0.0 0.0 0.0
C 0.0 0.0 0.0
H 0.0 0.0 0.0
H 0.0 0.0 0.0
H 0.0 0.0 0.0
H 0.0 0.0 0.0
H 0.0 0.0 0.0
H 0.0 0.0 0.0
H 0.0 0.0 0.0
H 0.0 0.0 0.0
H 0.0 0.0 0.0
H 0.0 0.0 0.0
H 0.0 0.0 0.0
H 0.0 -0.1 0.0
H 0.0 0.0 0.0
H 0.0 0.0 0.0
C 0.0 0.0 0.0
S 0.1 0.1 0.0
C 0.0 -0.1 0.0
O 0.1 0.1 0.3
H 0.0 0.0 0.0
H 0.0 0.0 0.0
H 0.0 0.0 0.0
H 0.0 0.0 0.0
H 0.0 0.0 0.0
H 0.0 0.0 0.0
C 0.0 0.0 0.0
C 0.0 0.1 -0.1
O 0.1 0.1 0.0
O 0.0 0.2 -0.3
H 0.0 0.0 0.0
H 0.0 0.0 0.0
H 0.0 0.0 0.0
F -0.1 0.0 0.0
C 0.0 -0.1 0.0
C 0.1 0.0 -0.1
C -0.1 0.0 -0.1
F 0.0 0.0 0.0
C 0.0 0.0 0.0
F 0.0 0.0 0.0
C 0.0 0.0 0.0
F 0.0 0.0 0.0
C 0.0 0.0 0.0
F 0.0 0.0 0.0

- charge = +1
- multiplicity = 1

(4)
The following is a DFT calculation (ωB97M-V/def2-TZVPD) of the molecule C5H6Br2S.

Last column: Löwdin charge in e.
Atoms and positions in Å:
C -1.23036 -0.07246 1.40561  -0.35
C -1.36416 -0.90554 0.11602  -0.24
C -0.89521 -0.58508 -1.03679  -0.93
C -0.04367 1.08283 1.52625  -0.64
C 1.72282 0.54526 -1.21321  -0.37
S 0.07271 0.99589 -0.68368  0.90
Br -0.70148 -1.46232 -2.66614  0.77
Br 1.54122 0.22020 2.25058  0.53
H -1.15288 -0.60556 2.40825  0.10
H -2.00356 0.63654 1.59727  0.07
H -2.04868 -1.70512 0.23876  0.10
H 2.22609 0.08303 -0.35468  -0.01
H 2.14422 1.54787 -1.33503  0.04
H 1.73294 0.22445 -2.25321  0.03

Cartesian forces, eV/Å:
C 2.2 0.9 1.3
C -2.0 -0.5 3.4
C 3.0 2.7 -0.2
C -1.1 -1.5 -1.9
C 0.0 2.0 0.3
S -0.4 -0.6 -0.7
Br -0.4 0.1 0.2
Br 0.3 -0.2 -0.1
H -0.2 -0.2 -1.6
H -1.5 0.1 -0.5
H -0.4 -1.1 -0.1
H 0.1 -0.6 -0.8
H 0.4 0.0 0.3
H 0.0 -1.0 0.4

- multiplicity = 1

| no. | E_tot (hartree) | HOMO-LUMO gap (eV) | highest occupied orbital energy (eV) |
| --- | --- | --- | --- |
| 1 | -311.00095 | 10.43 | -9.3995 |
| 2 | -251.83506 | 8.58 | -7.5315 |
| 3 | -4209.86360 | 6.79 | -9.6529 |
| 4 | -5740.15622 | 8.36 | -8.1483 |